The following is a DFT calculation (the ωB97M-V functional and the def2-TZVPD basis) of a single C2H2N2OS molecule.

Last column: Mulliken charge in e.
Positions of all 8 atoms, in Å:
N1 2.9312 -0.1818 -0.4221  -0.2109
C1 1.6508 -0.2887 0.3027  -0.1139
C2 0.2853 0.2850 0.0567  0.7282
O1 0.0670 1.4840 0.0500  -0.5099
N2 -0.6555 -0.7060 0.3381  -0.3459
S1 -2.1419 -0.0924 -0.2187  -0.1541
H1 -0.3147 -1.7212 -0.2239  0.3831
H2 -1.8221 1.2210 0.1172  0.2235

Results
Energy relative to the best compared isomer or geometry (same formula, charge and spin)   132.4 kcal/mol
SMILES string   N#CC(=O)NS
2S+1   1
Total energy   -660.136706 a.u.
Frontier orbital gap   7.61 eV
Strongest force on any atom   0.297 hartree/bohr

=====

The following is a DFT calculation (the ωB97M-V functional and the def2-TZVPD basis) of a molecular structure, C29H26N8OS5ScSe2.

Last column: Mulliken charge in e.
Positions of all 72 atoms, in Å:
Sc1 -0.7494 0.0067 1.0678  0.0440
C1 0.9171 -4.4236 1.3699  -0.6367
C2 0.3974 -3.2088 1.7761  -0.4911
N1 0.6353 -2.0870 1.1034  1.1329
C3 1.4432 -2.1690 0.0496  -0.1807
C4 1.8740 -3.4099 -0.4134  -0.5184
N2 1.6100 -4.5345 0.2386  -0.5954
C5 1.8756 -0.8925 -0.5603  0.5362
C6 2.8550 -0.8563 -1.5329  -0.9890
C7 3.2295 0.3588 -2.0857  -0.0048
C8 2.5814 1.4925 -1.6293  -0.9303
C9 1.6091 1.3835 -0.6538  0.2102
N3 1.2704 0.2159 -0.1113  0.7338
C10 0.8232 2.5505 -0.2082  0.0936
C11 1.0963 3.8398 -0.6455  -0.4429
N4 0.3449 4.8790 -0.3101  -0.6106
C12 -0.6916 4.6276 0.4802  -0.6671
C13 -0.9614 3.3504 0.9419  -0.4670
N5 -0.2070 2.3074 0.6038  1.4169
C14 4.2765 0.4385 -3.1290  0.0569
C15 5.4251 -0.3396 -3.0475  -0.4739
C16 6.3740 -0.2336 -4.0528  -0.4295
N6 6.2402 0.5755 -5.1049  -0.5778
C17 5.1366 1.3198 -5.1733  -0.4290
C18 4.1347 1.2898 -4.2153  -0.5343
H1 0.7473 -5.3282 1.9422  0.4418
H2 -0.2289 -3.1391 2.6498  0.4520
H3 2.4268 -3.5073 -1.3405  0.4859
H4 3.3160 -1.7684 -1.8870  0.6314
H5 2.8459 2.4571 -2.0369  0.6725
H6 1.9477 4.0510 -1.2785  0.5207
H7 -1.3292 5.4621 0.7478  0.4357
H8 -1.8159 3.1597 1.5619  0.3834
H9 5.5966 -0.9981 -2.2030  0.4809
H10 7.2836 -0.8247 -4.0132  0.3746
H11 5.0460 1.9684 -6.0383  0.3767
H12 3.2443 1.8969 -4.3380  0.4993
O1 -5.4433 1.3677 -4.1473  -0.5839
C19 -4.6786 1.1013 -3.2586  0.6192
S1 -4.9131 1.5666 -1.5618  -0.1193
C20 -3.4427 0.8435 -0.9323  -0.0725
C21 -2.6653 0.1998 -1.8069  0.0948
S2 -1.1774 -0.6273 -1.4101  -0.3187
S3 -3.1735 0.1836 -3.4899  -0.0940
S4 -3.1554 0.9601 0.7813  -0.4396
C22 -3.3981 1.1339 4.0462  -1.1267
Se1 -1.5049 1.2955 3.6447  0.3176
C23 -0.8378 -0.0919 4.8421  -0.5646
C24 0.6715 -0.0032 4.9138  -0.9625
Se2 1.5257 0.0177 3.1443  0.2050
C25 2.1207 1.8725 3.1001  -0.8402
H13 -3.7884 0.2137 3.6213  0.3244
H14 -3.8878 1.9851 3.5861  0.3815
H15 -3.5199 1.1701 5.1240  0.4086
H16 -1.1839 -1.0523 4.4687  0.2095
H17 -1.2762 0.0827 5.8214  0.5714
H18 1.0803 -0.8617 5.4388  0.4662
H19 1.0014 0.9019 5.4186  0.4298
H20 2.8783 2.0264 3.8607  0.4475
H21 1.2803 2.5422 3.2458  0.2633
H22 2.5574 2.0222 2.1171  0.1909
S5 -2.5492 -2.1525 1.8029  -0.4233
C26 -3.5463 -2.3661 0.4368  0.1914
N7 -3.0884 -3.0776 -0.6247  0.1784
C27 -3.7698 -3.2129 -1.7753  -0.0934
C28 -5.0027 -2.6570 -1.8834  -0.6334
C29 -5.4754 -1.9846 -0.7519  -0.0804
N8 -4.7789 -1.8438 0.3650  -0.3548
H23 -2.1548 -3.4476 -0.5425  0.1121
H24 -3.2808 -3.7512 -2.5737  0.4007
H25 -5.5809 -2.7354 -2.7911  0.4524
H26 -6.4627 -1.5317 -0.7542  0.4418

Results
Energy relative to the best compared isomer or geometry (same formula, charge and spin)   0.0 kcal/mol
Net charge   +1
2S+1   1
Total energy   -9188.489005 a.u.
Frontier orbital gap   5.20 eV
Strongest force on any atom   0.018 hartree/bohr

=====

The following is a DFT calculation (the ωB97M-V functional and the def2-TZVPD basis) of a molecular structure, C21H16ClN3O3Tc.

Last column: Mulliken charge in e.
Positions of all 45 atoms, in Å:
Tc1 0.8559 0.6947 -0.2903  0.5161
C1 0.7070 -1.7279 3.2148  -1.4015
C2 1.1200 -0.9191 2.0476  0.7611
N1 0.3041 -0.0859 1.4605  0.6782
N2 -0.8616 0.3617 1.9914  -0.9828
C3 -1.1161 1.5427 1.4702  1.0105
O1 -0.2524 2.0260 0.5684  -0.7636
C4 -2.2252 2.3568 1.8845  0.4588
C5 -3.2052 1.8283 2.7328  -0.2672
C6 -4.2568 2.6284 3.1275  -0.7072
C7 -4.3282 3.9478 2.6889  -0.3477
C8 -3.3550 4.4735 1.8482  -0.7254
C9 -2.3020 3.6802 1.4395  -0.3209
C10 2.4883 -0.8327 1.5229  0.7651
C11 3.5550 -1.5624 1.9838  -0.6007
C12 4.8333 -1.2615 1.5096  -0.3527
C13 4.9989 -0.2435 0.5900  -0.7207
C14 3.8791 0.4379 0.1386  -0.0611
N3 2.6605 0.1536 0.6042  -0.1261
H1 -0.2223 -1.3476 3.6289  0.3763
H2 1.4812 -1.7335 3.9817  0.4319
H3 0.5453 -2.7620 2.8919  0.3479
H4 -3.1368 0.8007 3.0633  0.4433
H5 -5.0244 2.2301 3.7766  0.4182
H6 -5.1530 4.5724 3.0070  0.4150
H7 -3.4223 5.4997 1.5141  0.4261
H8 -1.5390 4.0768 0.7830  0.3950
H9 3.3978 -2.3462 2.7120  0.4594
H10 5.6889 -1.8198 1.8668  0.4646
H11 5.9750 0.0276 0.2131  0.4412
H12 3.9596 1.2223 -0.6042  0.4754
Cl1 -1.3853 -3.7442 -6.9483  -0.1187
C15 -0.9279 -2.8347 -5.5818  0.4670
C16 0.3678 -2.9679 -5.0811  -0.7771
C17 0.7369 -2.2426 -3.9752  -0.2806
C18 -0.1910 -1.3769 -3.3740  0.1539
C19 -1.4922 -1.2481 -3.8886  -0.3372
C20 -1.8599 -1.9819 -4.9903  -0.7604
C21 0.1844 -0.6206 -2.2443  1.4601
O2 -0.5862 0.2639 -1.6677  -0.7758
O3 1.3549 -0.7172 -1.6513  -0.6666
H13 1.0643 -3.6360 -5.5677  0.4316
H14 1.7374 -2.3323 -3.5741  0.4178
H15 -2.1974 -0.5754 -3.4191  0.4415
H16 -2.8556 -1.9052 -5.4037  0.4380

Results
Energy relative to the best compared isomer or geometry (same formula, charge and spin)   0.0 kcal/mol
Net charge   +2
2S+1   4
Total energy   -1740.250123 a.u.
Frontier orbital gap (alpha / beta)   6.15 / 5.19 eV
Strongest force on any atom   0.017 hartree/bohr

=====

The following is a DFT calculation (the ωB97M-V functional and the def2-TZVPD basis) of a molecular structure, C33H36BF9N3OP2TeTi.

Last column: Mulliken charge in e.
Positions of all 87 atoms, in Å:
Ti1 -0.0021 -0.0424 0.0365  -0.0652
C1 3.0044 -0.8709 0.9871  -0.8851
P1 2.2159 -2.3176 0.2564  1.5192
C2 3.1113 -2.8365 -1.1980  0.3946
C3 2.9098 -4.1249 -1.6935  -0.3592
C4 3.5441 -4.5233 -2.8558  -0.8582
C5 4.3759 -3.6375 -3.5278  -0.4883
C6 4.5749 -2.3544 -3.0422  -0.7874
C7 3.9422 -1.9489 -1.8794  -0.4996
C8 2.2843 -3.6187 1.4868  0.2958
C9 3.3859 -4.4643 1.5903  -0.4380
C10 3.4434 -5.4006 2.6098  -0.7533
C11 2.4050 -5.4925 3.5270  -0.5205
C12 1.3094 -4.6470 3.4297  -0.6641
C13 1.2485 -3.7089 2.4121  -0.2789
C14 2.1581 -0.3433 2.1038  -0.3925
C15 2.5722 -0.1370 3.3926  -1.2235
C16 1.4686 0.4077 4.0922  -1.2573
C17 0.4373 0.4938 3.1932  -0.3626
C18 -0.9608 0.9109 3.5036  -1.0758
P2 -1.7419 1.7740 2.0891  2.0148
C19 -3.5190 1.7775 2.5168  0.0065
C20 -4.3623 2.6072 1.7691  -0.4926
C21 -5.7337 2.5841 1.9502  -0.9581
C22 -6.2984 1.7189 2.8791  -0.5390
C23 -5.4779 0.8933 3.6279  -0.7509
C24 -4.0996 0.9226 3.4508  -0.4193
C25 -1.2351 3.5100 2.3386  0.4009
C26 0.0494 3.8598 1.9253  -0.3810
C27 0.5188 5.1526 2.1104  -0.9046
C28 -0.2933 6.1114 2.6956  -0.5803
C29 -1.5728 5.7698 3.1123  -0.6816
C30 -2.0407 4.4760 2.9407  -0.7770
N1 0.8292 0.0324 1.9526  2.4358
H1 3.1977 -0.1318 0.2102  0.2473
H2 3.9735 -1.1749 1.3878  0.8215
H3 2.2364 -4.8041 -1.1871  0.5167
H4 3.3736 -5.5160 -3.2491  0.3994
H5 4.8612 -3.9465 -4.4445  0.3920
H6 5.2092 -1.6619 -3.5785  0.4421
H7 4.0798 -0.9342 -1.5311  0.3362
H8 4.1933 -4.3981 0.8711  0.4443
H9 4.2966 -6.0615 2.6845  0.4250
H10 2.4516 -6.2277 4.3197  0.3882
H11 0.5030 -4.7176 4.1474  0.4326
H12 0.4014 -3.0397 2.3291  0.0376
H13 3.5592 -0.3436 3.7753  0.5558
H14 1.4220 0.7004 5.1291  0.5138
H15 -0.9701 1.5496 4.3888  0.4785
H16 -1.5707 0.0324 3.7373  0.3590
H17 -3.9394 3.2928 1.0436  0.4296
H18 -6.3638 3.2403 1.3641  0.4255
H19 -7.3708 1.6952 3.0196  0.3907
H20 -5.9049 0.2211 4.3607  0.4221
H21 -3.4878 0.2746 4.0622  0.3495
H22 0.6959 3.1241 1.4662  0.2131
H23 1.5202 5.4059 1.7879  0.4797
H24 0.0688 7.1225 2.8281  0.3849
H25 -2.2095 6.5107 3.5781  0.4317
H26 -3.0330 4.2210 3.2889  0.3550
N2 -1.0653 1.4416 -1.2527  -0.0794
C31 -2.5468 1.4838 -1.3280  -0.5675
C32 -3.2301 0.1275 -1.3101  -0.6322
C33 -3.2254 -0.6501 -0.0030  -0.2377
N3 -1.8915 -1.1207 0.4766  -0.3229
H27 -0.7231 2.3667 -1.0022  0.2506
H28 -0.7163 1.2671 -2.2009  0.3971
H29 -2.8288 2.0008 -2.2472  0.5903
H30 -2.9029 2.0852 -0.4918  -0.1043
H31 -2.8838 -0.4863 -2.1378  0.0305
H32 -4.2859 0.3186 -1.5276  0.5780
H33 -3.8618 -1.5259 -0.1275  0.5410
H34 -3.6614 -0.0309 0.7815  -0.1264
H35 -1.7409 -2.0470 0.0663  0.4238
H36 -1.9328 -1.2460 1.4848  0.1706
F1 3.3885 1.4667 -1.3524  -0.3000
B1 2.0280 1.5231 -1.3534  -0.2316
F2 1.4796 2.3840 -2.2499  -0.3569
F3 1.4802 0.1605 -1.5450  0.2365
F4 1.5159 1.7682 -0.0288  -0.0356
F5 1.1053 -1.7074 -3.8479  -0.4776
Te1 -0.4696 -1.8811 -2.7725  1.9560
F6 -1.3823 -2.5573 -4.2359  -0.3377
F7 0.2351 -3.6438 -2.4862  -0.4924
F8 -2.0757 -2.7015 -1.7789  -0.6573
F9 -1.0147 -0.1176 -3.6346  -0.6318
O1 0.7477 -1.9665 -0.0021  0.0715

Results
Energy relative to the best compared isomer or geometry (same formula, charge and spin)   0.0 kcal/mol
2S+1   2
Total energy   -4242.963851 a.u.
Frontier orbital gap (alpha / beta)   7.31 / 7.73 eV
Strongest force on any atom   0.019 hartree/bohr

=====

The following is a DFT calculation (the ωB97M-V functional and the def2-TZVPD basis) of 2 unconnected molecules or ions with the total composition C7H16NS.

Last column: Mulliken charge in e.
Positions of all 25 atoms, in Å:
C1 -2.7802 -0.3454 2.1718  -0.4545
C2 -1.5482 0.4427 2.2389  -0.6145
C3 -2.2946 0.4157 0.9350  -0.3392
C4 3.5143 1.0261 -1.2223  -1.0753
C5 -0.7672 -1.3228 -0.1452  -0.7507
C6 2.7794 -0.1146 -0.6477  -0.3294
C7 -1.6949 -0.2528 -0.2184  0.6015
N1 1.4457 -0.2146 -1.3113  -0.6070
S1 -1.9544 0.3152 -1.8907  -0.0847
H1 -2.8165 -1.4131 2.3369  0.2556
H2 -3.6050 0.1779 2.7067  0.2667
H3 -1.5994 1.3019 2.9538  0.2712
H4 -0.6237 -0.0778 2.2248  0.2022
H5 -2.8876 1.1973 0.5796  0.4757
H6 4.5868 1.2288 -0.9157  0.3388
H7 3.6521 0.9309 -2.3322  0.2771
H8 2.8554 1.8210 -1.0106  0.3241
H9 0.2752 -0.9450 -0.6142  0.1679
H10 -1.1916 -2.1905 -0.8892  0.3757
H11 -0.6290 -1.5876 0.9269  0.3191
H12 2.7250 -0.0985 0.4463  0.2546
H13 3.3171 -1.1156 -0.8920  0.2647
H14 1.5381 -0.7356 -2.1862  0.3082
H15 1.0085 0.7031 -1.5126  0.3214
H16 -3.3051 0.8533 -1.7325  0.2308

Results
Energy relative to the best compared isomer or geometry (same formula, charge and spin)   82.5 kcal/mol
Net charge   +1
2S+1   1
Total energy   -728.892965 a.u.
Frontier orbital gap   8.23 eV
Strongest force on any atom   0.067 hartree/bohr

=====

The following is a DFT calculation (the ωB97M-V functional and the def2-TZVPD basis) of 2 unconnected molecules or ions with the total composition CH5N2O2.

Last column: Mulliken charge in e.
Positions of all 10 atoms, in Å:
C1 -1.0241 0.7055 -0.4533  -0.5145
N1 2.1674 -0.5005 -0.2792  -0.5571
N2 -1.8872 0.0039 0.2026  0.1918
O1 -3.0738 -0.4394 -0.0376  -0.7287
O2 1.4695 0.3924 0.5286  -0.6593
H1 -1.3438 0.7765 -1.4346  0.2693
H2 0.1082 0.6057 0.1895  0.4011
H3 2.2349 -1.2688 0.3717  0.1866
H4 3.0534 -0.0379 -0.2054  0.2189
H5 -1.7046 -0.2375 1.1177  0.1918

Results
Energy relative to the best compared isomer or geometry (same formula, charge and spin)   163.2 kcal/mol
Net charge   -1
2S+1   1
Total energy   -300.923366 a.u.
Frontier orbital gap   7.36 eV
Strongest force on any atom   0.068 hartree/bohr